Here is a 3-piece molecular cluster, C4H15N2O2 overall in a non-equilibrium geometry from the OMol25 dataset. Energies are from wB97M-V/def2-TZVPD.

**LUMO level**: -2.76 eV
**Frontier orbital gap**: 11.24 eV
**Relative energy (zero: lowest compared OMol25 entry of this formula, charge and spin)**: 1.385 eV
**HOMO energy**: -14.0 eV
**Strongest force on any atom**: 2.8 eV Å⁻¹
**Charge**: +1
**Molecular weight**: 123.2 Da

Each line ends with the natural charge from an NBO analysis.
Atoms and positions in Å:
C: -1.0969 -0.3402 -0.9463  -0.2348
C: -0.2210 -1.0118 0.0492  -0.5021
C: 0.8145 -0.1107 0.6891  0.1411
C: 2.0550 -0.4575 0.9693  -0.3523
N: 0.2673 1.2013 1.1538  -0.7635
N: -1.9848 0.7067 -0.2281  -0.8465
H: -0.6379 0.1867 -1.7857  0.2115
H: -1.8277 -0.9658 -1.4543  0.2125
H: 0.3047 -1.8933 -0.3340  0.2937
H: -0.8232 -1.3791 0.8955  0.2183
H: 2.3727 -1.4817 0.8046  0.2468
H: 2.7826 0.1983 1.4311  0.2206
H: -0.7338 1.2571 0.7741  0.4771
H: 0.6964 2.0489 0.7651  0.4626
H: 0.2546 1.1485 2.1686  0.4348
H: -2.6394 0.0617 0.2133  0.3709
H: -2.5459 1.1627 -0.9414  0.3883
H: -0.3927 3.8355 -1.4860  0.4944
H: 0.3263 4.4129 -0.2567  0.4895
O: -0.0956 3.6084 -0.6000  -0.9764
H: 0.8451 -4.2570 0.1177  0.4778
H: 0.9394 -4.1048 -1.4137  0.4825
O: 1.3403 -3.8267 -0.5852  -0.9471

Here is a 3-piece molecular cluster, C4H15N2O2 overall in a non-equilibrium geometry from the OMol25 dataset. Energies are from wB97M-V/def2-TZVPD.

**LUMO level**: -6.74 eV
**Frontier orbital gap**: 6.92 eV
**Relative energy (zero: lowest compared OMol25 entry of this formula, charge and spin)**: 4.263 eV
**HOMO energy**: -13.7 eV
**Strongest force on any atom**: 1.3 eV Å⁻¹
**Charge**: +1
**Molecular weight**: 123.2 Da

Each line ends with the natural charge from an NBO analysis.
Atoms and positions in Å:
N: -0.6068 0.2210 2.5768  -1.0415
C: 0.1594 -0.4880 -0.4779  0.3837
C: -1.1254 -0.6186 -1.0510  -0.5739
C: -0.9536 -1.7012 -2.2440  0.0091
O: -2.2089 -1.8963 -2.8031  -0.6447
C: 1.1809 0.4233 -0.9920  -0.3588
N: 1.8939 1.2397 -0.0379  -0.7927
H: -1.3941 0.7860 2.2821  0.3722
H: -0.0771 -0.0520 1.7642  0.3235
H: -0.9642 -0.6041 3.0440  0.3767
H: 0.5116 -1.3372 0.1096  0.2157
H: -1.5481 0.2915 -1.4785  0.2696
H: -1.8491 -1.0175 -0.3467  0.2729
H: -0.5873 -2.6457 -1.8386  0.1972
H: -0.3721 -1.2048 -3.0144  0.2130
H: -2.7238 -2.4962 -2.2427  0.4858
H: 1.8939 -0.2400 -1.5289  0.2545
H: 0.7995 1.0298 -1.8148  0.2334
H: 2.0164 0.8697 0.9064  0.4013
H: 1.5282 2.1758 0.0229  0.3997
H: 2.1419 2.8607 3.0394  0.4822
H: 0.8909 2.0400 3.4437  0.4963
O: 1.3940 2.3641 2.6814  -0.9750

Here is a 2-piece molecular cluster, C4H15N2O2 overall in a non-equilibrium geometry from the OMol25 dataset. Energies are from wB97M-V/def2-TZVPD.

**LUMO level**: -3.16 eV
**Frontier orbital gap**: 9.51 eV
**Relative energy (zero: lowest compared OMol25 entry of this formula, charge and spin)**: 3.261 eV
**HOMO energy**: -12.7 eV
**Strongest force on any atom**: 4.8 eV Å⁻¹
**Charge**: +1
**Molecular weight**: 123.2 Da

Each line ends with the natural charge from an NBO analysis.
Atoms and positions in Å:
N: 0.0854 1.2730 -0.8576  -0.7439
C: -1.0064 1.2211 0.2656  -0.2311
C: -0.1777 1.2653 1.5857  -0.2364
N: 0.7813 0.2039 1.6895  -0.6846
C: 0.2033 -1.1688 1.3451  -0.2977
C: 0.6663 -2.0297 0.1569  -0.0703
O: 1.5117 -1.4664 -0.7954  -0.7363
H: 0.8316 0.5014 -0.7020  0.4446
H: 0.6967 2.1750 -0.8142  0.4332
H: -0.2646 1.1068 -1.7936  0.4642
H: -1.7171 2.0995 0.0271  0.2444
H: -1.6767 0.3943 0.2040  0.2363
H: 0.3017 2.2732 1.6809  0.2214
H: -0.9926 1.1768 2.4717  0.2050
H: 1.7333 0.3707 1.9482  0.4153
H: 0.5004 -1.8782 2.1489  0.2283
H: -0.8668 -1.2331 1.4066  0.2157
H: -0.2982 -2.3035 -0.3767  0.1818
H: 1.0492 -3.1115 0.5996  0.1849
H: 2.2125 -0.7717 -0.5595  0.4845
H: -0.7102 -0.5955 -3.1834  0.4921
H: -1.6353 0.3712 -3.6026  0.4867
O: -1.2276 0.1261 -2.8446  -0.9381

Here is a 4-piece molecular cluster, C4H15N2O4S overall in a non-equilibrium geometry from the OMol25 dataset. Energies are from wB97M-V/def2-TZVPD.

**LUMO level**: 3.51 eV
**Frontier orbital gap**: 6.94 eV
**Relative energy (zero: lowest compared OMol25 entry of this formula, charge and spin)**: 2.002 eV
**HOMO energy**: -3.4 eV
**Strongest force on any atom**: 3.2 eV Å⁻¹
**Charge**: -1
**Molecular weight**: 187.2 Da

Each line ends with the natural charge from an NBO analysis.
Atoms and positions in Å:
O: -1.5208 2.0215 0.0613  -0.6260
C: -2.1230 0.9739 0.1817  0.4505
C: -1.3240 -0.2686 0.4744  -0.1958
C: -1.5230 -1.1051 -0.8580  -0.5153
S: -1.7593 0.0412 -2.2580  -0.6501
N: 0.0895 -0.0921 0.6706  -0.6758
C: 0.4582 0.4878 2.0082  -0.0621
N: 0.7762 -0.7194 2.8030  -0.8554
H: -3.1813 0.8805 0.2389  0.1324
H: -1.6453 -0.9603 1.2971  0.1883
H: -2.4657 -1.6693 -0.7593  0.1881
H: -0.6508 -1.7301 -1.1710  0.2130
H: 0.5442 0.4306 -0.0959  0.3850
H: -0.2790 1.1238 2.4981  0.1762
H: 1.4075 1.0503 1.8824  0.1852
H: 1.3868 -1.2360 2.2163  0.3545
H: 0.0210 -1.3340 3.0490  0.3489
H: 0.1334 2.1425 -0.6171  0.5153
H: 0.3519 2.4773 -2.2069  0.4920
O: 0.7697 2.1994 -1.3982  -0.9996
H: 0.4907 -0.8686 -2.5130  0.4930
H: 0.9043 0.5091 -1.8603  0.4998
O: 1.2447 -0.3455 -2.1931  -1.0261
H: 2.2288 -1.3189 0.1321  0.4616
H: 2.7404 -1.0335 -1.1543  0.4983
O: 2.9248 -1.6563 -0.4281  -0.9760

Here is a 2-piece molecular cluster, C4H15N3O overall from the OMol25 dataset. Energies are from wB97M-V/def2-TZVPD.

**LUMO level**: 0.16 eV
**Frontier orbital gap**: 6.16 eV
**Relative energy (zero: lowest compared OMol25 entry of this formula, charge and spin)**: 3.459 eV
**HOMO energy**: -6.0 eV
**Strongest force on any atom**: 0.8 eV Å⁻¹
**Molecular weight**: 121.2 Da

Each line ends with the natural charge from an NBO analysis.
Atoms and positions in Å:
N: -1.0037 0.3371 -0.6810  -0.7421
C: -0.7624 -0.7843 -1.6328  -0.2220
C: 0.7320 -1.0574 -1.7230  -0.2389
N: 0.9590 -2.1682 -2.6370  -0.8412
H: -0.8592 0.0486 0.3953  0.4595
H: -0.3807 1.1247 -0.8694  0.4349
H: -1.9489 0.7051 -0.7486  0.4162
H: -1.2949 -1.6543 -1.2506  0.2058
H: -1.1719 -0.5401 -2.6114  0.2121
H: 1.2611 -0.1564 -2.0371  0.2036
H: 1.1060 -1.2793 -0.7161  0.1889
H: 1.7391 -2.0185 -3.2604  0.3746
H: 1.1459 -3.0245 -2.1348  0.3660
C: 0.2670 2.1752 1.7440  0.0128
O: 1.3796 2.8402 1.5296  -0.8913
C: 0.4999 0.6776 2.0538  -0.2575
N: -0.7850 -0.1120 1.9087  -0.8606
H: -0.3676 2.5434 2.6044  0.0726
H: -0.4746 2.1917 0.8705  -0.0018
H: 1.1986 0.2484 1.3310  0.1640
H: 0.8959 0.5645 3.0623  0.1900
H: -0.6315 -1.0144 2.3452  0.3755
H: -1.5036 0.3528 2.4575  0.3791

Here is a 2-piece molecular cluster, C4H15N3O overall in a non-equilibrium geometry from the OMol25 dataset. Energies are from wB97M-V/def2-TZVPD.

**LUMO level**: 0.76 eV
**Frontier orbital gap**: 9.28 eV
**SMILES**: NCCNCCN.O
**Relative energy (zero: lowest compared OMol25 entry of this formula, charge and spin)**: 3.520 eV
**HOMO energy**: -8.5 eV
**Strongest force on any atom**: 5.1 eV Å⁻¹
**Molecular weight**: 121.2 Da

Each line ends with the natural charge from an NBO analysis.
Atoms and positions in Å:
N: 0.2757 1.9529 2.2636  -0.8622
C: 0.9607 1.5904 0.9337  -0.2305
C: 0.4363 0.1819 0.5087  -0.2513
N: -0.3036 0.4157 -0.7026  -0.6257
C: 0.0254 -0.6261 -1.7104  -0.2179
C: -0.8867 -0.5980 -2.9314  -0.2315
N: -1.8225 -1.6491 -3.0912  -0.9021
H: 0.7803 1.9468 3.1080  0.3611
H: 0.0207 3.0145 2.1539  0.3417
H: 2.0133 1.6377 1.2356  0.1844
H: 0.6194 2.3170 0.1508  0.2150
H: 1.2486 -0.5426 0.5336  0.1855
H: -0.2821 -0.2615 1.1578  0.1978
H: -1.2735 0.3483 -0.4278  0.3614
H: 1.1962 -0.5016 -2.0039  0.1725
H: 0.1808 -1.6115 -1.4086  0.1677
H: -1.3440 0.5124 -2.8356  0.1865
H: -0.3450 -0.4505 -3.8377  0.1644
H: -2.6754 -1.4310 -3.6866  0.3986
H: -1.3396 -2.6291 -2.9888  0.3836
H: 1.0351 -1.3355 5.1980  0.4561
H: 0.7661 -1.5150 3.8658  0.4582
O: 0.7140 -0.7661 4.5149  -0.9134

Here is a 2-piece molecular cluster, C4H15N3O overall in a non-equilibrium geometry from the OMol25 dataset. Energies are from wB97M-V/def2-TZVPD.

**2S+1**: 2
**LUMO level (alpha / beta)**: -2.99 / -8.01 eV
**Frontier orbital gap (alpha / beta)**: 10.73 / 5.65 eV
**Relative energy (zero: lowest compared OMol25 entry of this formula, charge and spin)**: 2.003 eV
**HOMO energy (alpha / beta)**: -13.7 / -13.7 eV
**Strongest force on any atom**: 4.7 eV Å⁻¹
**Charge**: +1
**Molecular weight**: 121.2 Da

Each line ends with the Löwdin spin population.
Atoms and positions in Å:
C: -1.4888 1.0620 0.2162  0.0816
N: -1.8722 -0.0781 1.0617  0.6568
C: -0.8907 -0.9047 1.9016  0.0305
N: -0.5536 -2.0824 1.1593  0.0809
C: -0.8416 0.8946 -1.2262  0.0666
N: 0.4623 0.0720 -1.0360  0.0136
C: 1.1936 0.1762 -2.3142  0.0061
H: -0.8545 1.7871 0.7910  0.0011
H: -2.4797 1.5049 0.1551  0.0279
H: -2.4441 -0.6695 0.4520  0.0101
H: 0.0619 -0.3648 2.0673  0.0024
H: -1.5580 -1.0608 2.7903  0.0067
H: 0.4804 -2.4341 1.2165  0.0087
H: -1.0497 -2.9329 1.3460  0.0014
H: -1.4523 0.3649 -1.8957  0.0009
H: -0.6372 1.9018 -1.5893  0.0027
H: 0.1458 -0.8435 -0.8092  -0.0006
H: 0.6444 0.1129 -3.2646  -0.0002
H: 1.8335 0.9648 -2.2996  0.0004
H: 2.0508 -0.6450 -2.4389  0.0022
H: 2.5881 1.6269 0.1827  0.0000
H: 2.6050 0.2276 0.1579  0.0000
O: 3.2469 0.9639 0.4223  0.0001

Here is a 2-piece molecular cluster, C4H15N3O2 overall in a non-equilibrium geometry from the OMol25 dataset. Energies are from wB97M-V/def2-TZVPD.

**LUMO level**: 0.64 eV
**Frontier orbital gap**: 9.18 eV
**SMILES**: C[NH2+]C[O-].COC(N)N
**Relative energy (zero: lowest compared OMol25 entry of this formula, charge and spin)**: 1.676 eV
**HOMO energy**: -8.5 eV
**Strongest force on any atom**: 1.6 eV Å⁻¹
**Molecular weight**: 137.2 Da

Each line ends with the natural charge from an NBO analysis.
Atoms and positions in Å:
C: -1.5099 -0.3815 1.2210  0.3873
C: 0.6111 -1.4045 1.7593  -0.2645
N: -1.9399 -0.5267 2.5972  -0.8586
N: -2.0998 0.7182 0.5430  -0.8691
O: -0.0608 -0.2731 1.2149  -0.5948
H: -1.7728 -1.3034 0.6842  0.1458
H: -1.7294 0.3252 3.1094  0.3552
H: -1.8460 0.7633 -0.4497  0.4191
H: -1.8568 1.5977 0.9857  0.3511
H: -2.9423 -0.6734 2.6227  0.3726
H: 1.6796 -1.1981 1.6937  0.1792
H: 0.3369 -1.5771 2.8008  0.1999
H: 0.3894 -2.3040 1.1706  0.1657
C: 0.0159 0.0220 -2.2684  0.1486
C: 2.4573 0.9659 -1.7888  -0.4192
N: 1.1244 0.6406 -1.2849  -0.6499
O: -0.8896 0.9974 -2.1318  -0.8671
H: 0.2332 1.4055 -1.2052  0.4853
H: 1.1360 0.0929 -0.4199  0.4259
H: -0.2496 -0.9651 -1.8570  0.1292
H: 0.5127 -0.0763 -3.2475  0.1301
H: 2.3620 1.5625 -2.6957  0.2150
H: 3.0155 1.5332 -1.0429  0.2099
H: 3.0229 0.0587 -2.0105  0.2031